1.
DFT (the ωB97M-V functional and the def2-TZVPD basis) results for a 7-piece molecular cluster, C4H22N2O8 overall in a non-equilibrium geometry.

Computed properties:
total energy: -877.06521 a.u.
SMILES: C[C@H](CO)NC(N)=O.O.O.O.O.O.O
HOMO: -0.35866 hartree

Element x y z (Å)
C  1.556  1.291  1.893
C  1.175  0.823  0.500
C  -0.162  1.428  0.035
O  -1.074  1.672  1.074
N  1.053  -0.647  0.566
C  1.249  -1.509  -0.455
N  0.669  -2.746  -0.252
O  1.724  -1.255  -1.559
H  1.285  2.333  2.000
H  1.101  0.750  2.721
H  2.633  1.244  2.050
H  1.901  1.082  -0.248
H  0.110  2.388  -0.398
H  -0.616  0.780  -0.715
H  -1.489  0.832  1.313
H  0.400  -0.923  1.285
H  0.848  -3.461  -0.932
H  0.091  -2.969  0.541
O  3.371  1.286  -2.071
H  2.835  0.523  -1.808
H  3.214  1.360  -3.024
O  1.607  -1.116  -4.341
H  1.209  -1.994  -4.304
H  2.050  -1.068  -3.479
O  -2.814  -1.901  -3.523
H  -2.877  -0.955  -3.368
H  -2.084  -2.232  -2.991
O  -1.712  2.467  3.697
H  -2.380  2.532  2.994
H  -0.951  2.776  3.187
O  -2.972  -0.176  -0.003
H  -3.688  -0.656  0.432
H  -2.792  -0.742  -0.764
O  -1.504  -0.622  2.971
H  -1.024  -0.808  3.794
H  -1.943  0.214  3.182

Atomic partial charges in e from the Löwdin method, atoms 1 to 4: number 1, C, carries -0.03; number 2, C, carries -0.30; number 3, C, carries -0.20; number 4, O, carries -0.09


2.
DFT (the ωB97M-V functional and the def2-TZVPD basis) results for an isolated molecule of C5H10O3 in a non-equilibrium geometry.

Computed properties:
total energy: -422.08979 a.u.
SMILES: COOC(C)(C)C=O
HOMO: -0.34145 hartree

Element x y z (Å)
C  -0.404  2.792  -0.145
O  -0.681  1.448  -0.411
O  0.690  0.577  -0.426
C  0.255  -0.673  -0.082
C  1.339  -1.398  0.720
C  -0.293  -1.474  -1.258
C  -0.941  -0.346  0.969
O  -1.895  -1.050  1.096
H  -1.264  3.369  -0.492
H  -0.201  2.948  0.922
H  0.470  3.126  -0.714
H  1.677  -0.782  1.551
H  0.948  -2.343  1.093
H  2.192  -1.585  0.069
H  -1.027  -0.876  -1.794
H  0.518  -1.725  -1.941
H  -0.776  -2.379  -0.895
H  -0.608  0.371  1.739

Atomic partial charges in e from the Löwdin method, atoms 1 to 4: number 1, C, carries -0.10; number 2, O, carries -0.14; number 3, O, carries 0.00; number 4, C, carries -0.58


3.
DFT (the ωB97M-V functional and the def2-TZVPD basis) results for C8H12CuF6N2O2P as an isolated structure in a non-equilibrium geometry.

Computed properties:
total energy: -3153.25869 a.u.
HOMO: -0.01579 hartree
total charge: -2

Element x y z (Å)
Cu  -1.051  -0.738  -0.949
O  0.468  -2.252  -0.567
H  0.932  -2.708  0.133
O  -2.398  -2.240  -1.958
H  -2.377  -1.990  -2.885
P  -2.339  1.373  1.084
F  -0.832  1.067  0.531
F  -1.747  1.390  2.584
F  -2.024  2.988  0.969
F  -3.810  1.670  1.654
F  -2.882  1.431  -0.445
F  -2.633  -0.224  1.128
N  0.932  -0.384  -2.948
C  -0.252  -0.402  -3.625
C  -0.823  0.830  -3.613
C  0.039  1.634  -2.803
C  1.046  0.858  -2.317
H  1.438  -1.234  -2.778
H  -0.654  -1.336  -3.983
H  -1.808  1.173  -3.879
H  -0.109  2.665  -2.514
H  1.827  1.143  -1.635
N  1.407  -0.913  1.978
C  1.987  0.311  2.018
C  2.539  0.444  3.273
C  2.276  -0.723  3.992
C  1.536  -1.569  3.166
H  0.759  -1.195  1.234
H  1.894  1.016  1.212
H  3.051  1.329  3.625
H  2.543  -0.889  5.026
H  1.064  -2.525  3.293

Atomic partial charges in e from the Löwdin method, atoms 1 to 4: number 1, Cu, carries 0.30; number 2, O, carries -0.44; number 3, H, carries -0.13; number 4, O, carries -0.49


4.
DFT (the ωB97M-V functional and the def2-TZVPD basis) results for C41H68AsAuGeNO2SSeSi3 as an isolated structure in a non-equilibrium geometry.

Computed properties:
total energy: -9924.75123 a.u.
HOMO (spin up / spin down): -0.36509 / -0.36522 hartree
total charge: +1

Element x y z (Å)
Au  0.063  0.307  -0.053
C  3.546  3.906  3.204
C  3.133  3.474  4.611
C  4.396  3.030  5.363
C  2.501  4.674  5.333
C  2.119  2.333  4.580
C  1.727  1.736  5.796
C  0.837  0.685  5.856
C  0.312  0.213  4.658
S  -0.798  -1.090  4.382
C  -0.728  -0.757  2.678
N  0.027  0.240  2.352
C  0.658  0.807  3.441
C  1.562  1.869  3.404
C  -1.422  -1.554  1.669
C  -2.212  -2.644  2.035
C  -2.801  -3.443  1.074
C  -2.595  -3.165  -0.268
C  -1.823  -2.074  -0.648
C  -1.250  -1.263  0.305
H  4.311  4.681  3.270
H  2.704  4.320  2.646
H  3.965  3.073  2.635
H  5.124  3.842  5.370
H  4.850  2.162  4.879
H  4.185  2.766  6.399
H  3.191  5.520  5.328
H  2.265  4.437  6.371
H  1.578  4.983  4.837
H  2.141  2.107  6.724
H  0.566  0.237  6.802
H  1.825  2.282  2.438
H  -2.348  -2.865  3.086
H  -3.407  -4.288  1.369
H  -3.037  -3.792  -1.030
H  -1.693  -1.877  -1.703
C  0.721  1.184  -7.456
Ge  0.010  -0.062  -6.123
C  0.644  -1.883  -6.472
C  -1.949  -0.018  -6.057
C  0.695  0.602  -4.360
Se  -0.136  -0.278  -2.832
C  1.010  -1.841  -2.809
H  0.382  0.895  -8.451
H  1.811  1.177  -7.451
H  0.376  2.199  -7.257
H  0.446  -2.120  -7.518
H  0.122  -2.617  -5.858
H  1.717  -1.971  -6.302
H  -2.362  -0.715  -6.786
H  -2.319  0.979  -6.295
H  -2.304  -0.301  -5.066
H  0.468  1.666  -4.289
H  1.774  0.479  -4.262
H  0.939  -2.342  -3.770
H  0.683  -2.494  -2.005
H  2.026  -1.522  -2.610
C  8.465  -0.179  0.115
C  6.965  -0.074  0.066
C  6.198  -0.241  1.214
C  4.815  -0.141  1.191
C  4.014  -0.337  2.450
C  4.183  0.138  -0.024
C  4.927  0.311  -1.191
C  4.264  0.585  -2.518
C  6.310  0.205  -1.126
C  2.690  0.189  -0.072
O  2.080  1.302  -0.158
O  2.039  -0.889  -0.022
H  8.797  -0.589  1.067
H  8.922  0.804  -0.007
H  8.839  -0.818  -0.686
H  6.693  -0.462  2.153
H  4.658  -0.614  3.283
H  3.266  -1.121  2.314
H  3.482  0.577  2.720
H  4.055  -0.356  -3.033
H  4.922  1.166  -3.161
H  3.329  1.132  -2.393
H  6.887  0.337  -2.035
C  -1.834  3.012  3.406
Si  -2.970  2.703  1.945
C  -3.973  1.125  2.135
C  -4.124  4.182  1.849
As  -1.729  2.285  -0.073
Si  -3.460  2.083  -1.714
C  -4.018  0.298  -1.763
C  -2.784  2.577  -3.395
C  -4.952  3.175  -1.383
Si  -0.469  4.230  -0.648
C  -1.627  5.703  -0.519
C  0.254  4.102  -2.371
C  0.908  4.312  0.611
H  -2.381  3.572  4.168
H  -0.955  3.597  3.128
H  -1.483  2.086  3.860
H  -4.371  1.028  3.147
H  -3.362  0.246  1.924
H  -4.818  1.119  1.442
H  -4.645  4.255  2.807
H  -4.875  4.088  1.070
H  -3.586  5.117  1.695
H  -3.199  -0.344  -2.078
H  -4.837  0.179  -2.477
H  -4.364  -0.052  -0.788
H  -1.840  2.079  -3.622
H  -2.634  3.655  -3.470
H  -3.506  2.287  -4.162
H  -5.575  2.772  -0.583
H  -5.559  3.208  -2.290
H  -4.681  4.200  -1.129
H  -2.539  5.545  -1.099
H  -1.139  6.603  -0.897
H  -1.909  5.886  0.518
H  -0.495  4.227  -3.152
H  0.757  3.143  -2.513
H  1.004  4.888  -2.495
H  0.500  4.424  1.619
H  1.572  5.156  0.416
H  1.504  3.398  0.571

Atomic partial charges in e from the Löwdin method, atoms 1 to 4: number 1, Au, carries 0.86; number 2, C, carries -0.05; number 3, C, carries -0.55; number 4, C, carries -0.04


5.
DFT (the ωB97M-V functional and the def2-TZVPD basis) results for C44H51F4N3S2SbSn as an isolated structure in a non-equilibrium geometry.

Computed properties:
total energy: -3521.69257 a.u.
HOMO: -0.36858 hartree
total charge: +1

Element x y z (Å)
Sn  -0.363  0.597  -0.209
C  3.978  -4.827  1.735
C  3.115  -3.890  0.980
S  2.536  -2.332  1.617
C  2.595  -3.909  -0.256
C  2.650  -4.859  -1.389
S  1.717  -2.346  -0.295
H  4.016  -4.538  2.783
H  4.992  -4.815  1.337
H  3.591  -5.843  1.665
H  3.432  -5.597  -1.228
H  2.860  -4.323  -2.314
H  1.700  -5.384  -1.509
C  -3.639  3.525  3.425
C  -3.692  2.797  2.075
C  -5.166  2.558  1.726
C  -2.963  3.612  1.028
C  -3.630  4.672  0.428
C  -3.008  5.480  -0.504
C  -1.672  5.284  -0.795
C  -0.955  4.255  -0.194
C  0.544  4.174  -0.395
C  0.939  3.842  -1.837
C  1.182  5.497  0.045
C  -1.624  3.371  0.673
N  -0.950  2.218  1.172
C  -0.410  2.350  2.433
C  -0.397  3.558  3.141
C  0.114  3.634  4.421
C  0.646  2.517  5.041
C  0.689  1.314  4.355
C  0.170  1.265  3.086
F  0.229  0.069  2.372
H  -4.311  3.044  4.130
H  -3.958  4.558  3.297
H  -2.637  3.526  3.841
H  -3.181  1.830  2.168
H  -5.771  3.413  2.020
H  -5.537  1.689  2.263
H  -5.317  2.395  0.663
H  -4.653  4.872  0.699
H  -3.553  6.288  -0.968
H  -1.183  5.950  -1.489
H  0.943  3.380  0.256
H  0.531  4.572  -2.534
H  0.577  2.841  -2.119
H  2.025  3.849  -1.932
H  0.891  6.309  -0.618
H  2.267  5.425  0.034
H  0.865  5.750  1.054
H  -0.797  4.436  2.660
H  0.093  4.581  4.936
H  1.031  2.581  6.043
H  1.119  0.429  4.797
N  -1.729  -1.308  0.520
C  -3.162  -1.274  0.830
C  -4.044  -1.202  -0.414
C  -4.303  0.214  -0.939
C  -3.383  0.703  -2.054
N  -2.244  1.472  -1.537
H  -1.545  -2.080  -0.121
H  -1.230  -1.526  1.381
H  -3.341  -0.397  1.455
H  -3.431  -2.170  1.405
H  -5.005  -1.640  -0.144
H  -3.621  -1.825  -1.206
H  -4.228  0.912  -0.107
H  -5.328  0.252  -1.308
H  -3.959  1.336  -2.737
H  -2.994  -0.143  -2.626
H  -2.602  2.211  -0.929
H  -1.812  1.952  -2.325
F  -1.459  0.358  -9.518
C  -1.135  0.068  -8.249
C  -0.368  0.967  -7.528
C  -0.098  0.691  -6.202
C  -0.567  -0.475  -5.612
C  -1.285  -1.386  -6.369
C  -1.586  -1.115  -7.692
Sb  -0.256  -0.686  -3.494
C  -1.340  -2.520  -3.167
C  -0.778  -3.488  -2.350
C  -1.513  -4.571  -1.901
C  -2.831  -4.684  -2.307
F  -3.560  -5.721  -1.867
C  -3.417  -3.748  -3.143
C  -2.668  -2.658  -3.554
C  1.758  -1.386  -3.680
C  2.089  -2.510  -4.422
C  3.414  -2.882  -4.570
C  4.396  -2.104  -3.980
F  5.681  -2.462  -4.120
C  4.090  -0.969  -3.249
C  2.761  -0.621  -3.103
H  -0.009  1.867  -8.001
H  0.489  1.391  -5.620
H  -1.617  -2.316  -5.930
H  -2.171  -1.799  -8.287
H  0.259  -3.384  -2.065
H  -1.084  -5.313  -1.244
H  -4.444  -3.874  -3.449
H  -3.136  -1.920  -4.193
H  1.308  -3.097  -4.888
H  3.691  -3.758  -5.136
H  4.882  -0.381  -2.814
H  2.504  0.261  -2.525

Atomic partial charges in e from the Löwdin method, atoms 1 to 4: number 1, Sn, carries 1.22; number 2, C, carries -0.08; number 3, C, carries -0.69; number 4, S, carries 0.63


6.
DFT (the ωB97M-V functional and the def2-TZVPD basis) results for C5H5FNdO4 as an isolated structure in a non-equilibrium geometry.

Computed properties:
total energy: -1154.99796 a.u.
spin multiplicity: 5
HOMO (spin up / spin down): -0.60084 / -0.68446 hartree
total charge: +2

Element x y z (Å)
C  -0.191  1.472  -0.748
C  0.010  0.292  -1.655
O  0.015  0.764  -2.940
C  0.225  2.106  -2.918
O  0.121  2.558  -1.673
O  0.436  2.761  -3.893
O  0.471  1.559  0.360
F  -1.559  1.651  -0.498
H  -0.151  -1.941  0.588
Nd  1.344  0.325  2.329
H  0.210  -0.773  -1.584
C  -0.526  -1.955  2.772
C  0.183  -2.236  1.666
H  -1.443  -1.358  2.756
H  -0.226  -2.364  3.742
H  1.080  -2.862  1.697

Atomic partial charges in e from the Löwdin method, atoms 1 to 4: number 1, C, carries -0.65; number 2, C, carries 0.35; number 3, O, carries 0.26; number 4, C, carries -0.49


7.
DFT (the ωB97M-V functional and the def2-TZVPD basis) results for an isolated molecule of C2H5N3O in a non-equilibrium geometry.

Computed properties:
total energy: -318.68795 a.u.
HOMO: -0.31621 hartree

Element x y z (Å)
N  -2.137  -0.060  0.337
C  -1.017  -0.603  -0.249
O  -1.012  -1.630  -0.882
N  0.139  0.159  0.038
C  1.293  -0.231  -0.526
N  2.378  0.365  -0.003
H  -2.988  -0.482  -0.002
H  -2.163  0.945  0.422
H  0.091  0.815  0.823
H  3.044  -0.388  -0.021
H  2.343  0.960  0.836

Atomic partial charges in e from the Löwdin method, atoms 1 to 4: number 1, N, carries 0.14; number 2, C, carries -0.61; number 3, O, carries 0.07; number 4, N, carries 0.03


8.
DFT (the ωB97M-V functional and the def2-TZVPD basis) results for a 4-piece molecular cluster, C3H11O5 overall in a non-equilibrium geometry.

Computed properties:
total energy: -497.18694 a.u.
HOMO: -0.16928 hartree
total charge: -1

Element x y z (Å)
O  -1.815  -1.212  -2.408
C  -0.906  -0.910  -1.616
O  0.217  -1.495  -1.518
C  -1.143  0.307  -0.708
C  0.067  1.293  -0.800
H  -2.037  0.844  -1.011
H  -1.277  -0.035  0.316
H  0.912  0.845  -1.306
H  -0.280  2.237  -1.223
H  0.367  1.565  0.215
H  1.120  -1.501  -0.290
H  2.110  -1.966  0.928
O  1.685  -1.214  0.516
H  0.223  -0.199  1.539
H  0.433  -0.817  2.902
O  -0.001  -0.078  2.474
H  0.434  3.275  2.031
H  0.635  1.826  2.151
O  1.075  2.636  2.362

Atomic partial charges in e from the Löwdin method, atoms 1 to 4: number 1, O, carries -0.05; number 2, C, carries -0.70; number 3, O, carries -0.09; number 4, C, carries -0.16